Record 1
{
  "formula": "C39H51N4O2P2PtSSe",
  "method": "ωB97M-V/def2-TZVPD",
  "fmax_ev_per_a": 3.85,
  "charge": 1,
  "e_lumo_ha": [-0.074, -0.190],
  "multiplicity": 5,
  "e_homo_ev": [-8.27, -10.95],
  "relative_energy_kcal_mol": 65.9,
  "symbols": ["Pt", "C", "C", "C", "P", "C", "C", "C", "C", "C", "C", "C", "C", "C", "C", "N", "C", "C", "C", "C", "C", "C", "C", "P", "C", "C", "C", "C", "C", "C", "H", "H", "H", "H", "H", "H", "H", "H", "H", "H", "H", "H", "H", "H", "H", "H", "H", "H", "H", "H", "H", "H", "H", "H", "H", "H", "H", "H", "H", "H", "H", "H", "H", "H", "H", "H", "H", "H", "H", "H", "C", "C", "C", "C", "C", "C", "C", "S", "O", "O", "N", "C", "C", "C", "C", "C", "N", "H", "H", "H", "H", "H", "H", "H", "H", "H", "H", "H", "Se", "C", "N"],
  "coordinates": [[-4.1839, 3.4862, 18.8892], [-6.0538, 4.9300, 23.0221], [-5.0555, 4.3582, 22.0027], [-3.6692, 4.9945, 22.1445], [-5.7688, 4.4278, 20.2860], [-7.4127, 3.7510, 19.9464], [-8.4209, 4.7602, 19.4206], [-8.0002, 2.9074, 21.0870], [-5.6072, 6.1917, 19.9546], [-6.3043, 7.1421, 20.6625], [-5.9593, 8.5092, 20.6221], [-6.4085, 9.6145, 21.5223], [-5.0029, 8.8453, 19.7045], [-4.2914, 7.8753, 18.9263], [-4.5886, 6.5202, 19.0304], [-3.8755, 5.4543, 18.3675], [-3.0340, 5.7376, 17.2722], [-2.0482, 6.7504, 17.1520], [-1.7137, 7.2753, 15.9313], [-2.1650, 6.6218, 14.7255], [-1.8007, 7.1537, 13.3946], [-2.9374, 5.4808, 14.8421], [-3.2037, 4.9146, 16.1334], [-3.6123, 3.2051, 16.5516], [-2.0404, 2.3075, 16.3383], [-1.4523, 2.3207, 14.8939], [-2.2096, 0.8589, 17.0058], [-5.1570, 2.7332, 15.6197], [-6.0434, 3.9606, 15.5314], [-4.9415, 2.0563, 14.2909], [-6.5319, 4.1152, 23.4904], [-6.8386, 5.5925, 22.5156], [-5.5562, 5.5894, 23.7394], [-4.9227, 3.2401, 22.2018], [-3.4637, 5.3694, 23.1789], [-3.4755, 5.8466, 21.4996], [-2.9072, 4.2654, 21.9049], [-7.2816, 3.0198, 19.1361], [-8.8664, 5.3778, 20.1779], [-9.2558, 4.2259, 19.0110], [-7.9894, 5.4466, 18.6828], [-8.4230, 3.5558, 21.8379], [-7.1403, 2.3087, 21.5091], [-8.8059, 2.2698, 20.6562], [-7.1296, 6.8143, 21.2846], [-7.4881, 9.5102, 21.7191], [-6.2011, 10.6590, 21.1574], [-5.9209, 9.6148, 22.5258], [-4.7966, 9.9043, 19.5535], [-3.5250, 8.1862, 18.2582], [-1.6357, 7.1017, 18.0751], [-1.1873, 8.2375, 15.8397], [-0.7687, 7.6240, 13.5102], [-2.4802, 7.9731, 13.1522], [-1.7080, 6.4909, 12.5040], [-3.2435, 5.0227, 13.9027], [-1.3288, 2.8650, 16.9706], [-0.8306, 1.4672, 14.8102], [-0.9249, 3.2517, 14.7341], [-2.2050, 2.1296, 14.0686], [-3.1789, 0.3979, 16.9170], [-2.0590, 0.9127, 18.0530], [-1.4206, 0.1935, 16.6284], [-5.5608, 1.9710, 16.3517], [-5.9715, 4.3617, 14.4772], [-5.7988, 4.7896, 16.1979], [-7.0900, 3.7679, 15.7196], [-4.4902, 2.7391, 13.5487], [-5.8799, 1.6593, 13.9401], [-4.2116, 1.2100, 14.1998], [5.2605, 6.9482, 15.9166], [4.1608, 6.7612, 16.9206], [2.9419, 6.1609, 16.5811], [1.9619, 6.0071, 17.5385], [2.2174, 6.3943, 18.8726], [3.4545, 6.8738, 19.2606], [4.4110, 7.0117, 18.2976], [0.9845, 5.9831, 20.0569], [1.6971, 5.9573, 21.3535], [-0.0988, 6.9045, 19.8478], [0.4105, 4.5177, 19.7185], [1.1768, 3.4006, 19.9071], [1.7993, 3.0828, 21.1441], [2.7863, 2.0962, 21.1423], [3.1951, 1.5349, 19.9688], [2.3690, 1.7027, 18.8538], [1.3234, 2.5104, 18.8619], [5.9351, 7.6864, 16.2915], [4.8563, 7.2432, 14.8722], [5.8284, 6.0207, 15.7255], [2.7091, 5.9169, 15.5464], [0.9930, 5.5425, 17.2592], [3.6840, 7.1359, 20.3032], [5.3395, 7.4929, 18.5699], [1.6344, 3.6703, 22.0364], [3.2444, 1.8437, 22.0905], [4.0451, 0.8379, 19.8803], [2.5862, 1.0648, 17.9489], [-3.9018, 1.6155, 20.3385], [-4.9578, 0.3326, 19.4103], [-5.6388, -0.4331, 18.8680]]
}

---

Record 2
{
  "formula": "C39H52Cl3HfNO4P3S2Si",
  "method": "ωB97M-V/def2-TZVPD",
  "fmax_ev_per_a": 2.33,
  "charge": 0,
  "e_lumo_ha": [-0.015, -0.010],
  "multiplicity": 2,
  "e_homo_ev": [-6.40, -7.43],
  "relative_energy_kcal_mol": 46.5,
  "symbols": ["Hf", "N", "P", "C", "C", "C", "C", "C", "C", "C", "C", "C", "C", "C", "C", "P", "C", "C", "C", "C", "C", "C", "C", "C", "C", "C", "C", "C", "H", "H", "H", "H", "H", "H", "H", "H", "H", "H", "H", "H", "H", "H", "H", "H", "H", "H", "H", "H", "H", "C", "C", "O", "P", "S", "S", "O", "C", "C", "H", "H", "H", "H", "H", "H", "H", "H", "H", "H", "C", "Si", "C", "C", "C", "C", "C", "C", "C", "C", "H", "H", "H", "H", "H", "H", "H", "H", "H", "H", "H", "H", "H", "H", "H", "H", "H", "H", "H", "H", "H", "Cl", "C", "Cl", "Cl", "C", "O", "O"],
  "coordinates": [[-0.0616, -0.2013, -0.6447], [-0.4677, 2.0073, 1.9851], [-1.3783, 2.2721, 0.5458], [-2.5107, 3.5964, 1.1279], [-1.9269, 4.7702, 1.6063], [-2.7205, 5.7825, 2.1202], [-4.1050, 5.6420, 2.1510], [-4.6908, 4.4806, 1.6750], [-3.8942, 3.4557, 1.1688], [-0.2600, 3.3770, -0.4264], [-0.8059, 4.0927, -1.4926], [-0.0076, 4.9438, -2.2464], [1.3410, 5.0878, -1.9398], [1.8906, 4.3665, -0.8878], [1.0937, 3.5070, -0.1382], [-0.2227, 0.3452, 2.3434], [0.4514, 0.6036, 4.0073], [1.4183, 1.5908, 4.2102], [2.0375, 1.7158, 5.4484], [1.7237, 0.8338, 6.4739], [0.7849, -0.1681, 6.2654], [0.1571, -0.2909, 5.0336], [-1.9056, -0.2924, 2.7301], [-2.8517, 0.5165, 3.3660], [-4.1261, 0.0363, 3.6201], [-4.4715, -1.2641, 3.2455], [-3.5389, -2.0747, 2.6224], [-2.2623, -1.5853, 2.3600], [-0.6821, 2.5953, 2.7802], [-0.8500, 4.8968, 1.5640], [-2.2580, 6.6897, 2.4895], [-4.7218, 6.4433, 2.5411], [-5.7681, 4.3658, 1.6925], [-4.3502, 2.5548, 0.8087], [-1.8578, 3.9710, -1.7472], [-0.4385, 5.4911, -3.0769], [1.9651, 5.7562, -2.5248], [2.9455, 4.4634, -0.6552], [1.5275, 2.9383, 0.6710], [1.6835, 2.2647, 3.4032], [2.7703, 2.4973, 5.6064], [2.2215, 0.9197, 7.4329], [0.5415, -0.8594, 7.0632], [-0.5797, -1.0711, 4.8766], [-2.5908, 1.5273, 3.6726], [-4.8553, 0.6735, 4.1096], [-5.4707, -1.6371, 3.4403], [-3.8035, -3.0836, 2.3236], [-1.5390, -2.2143, 1.8548], [3.3291, -1.3559, -6.4672], [2.5708, -1.8588, -5.2576], [2.4645, -0.7950, -4.2855], [1.0472, -0.2549, -3.8153], [-0.0793, -1.7214, -3.1031], [1.4333, 1.2260, -2.5483], [0.4769, 0.2968, -5.1867], [-0.7708, 1.0461, -5.2026], [-1.9206, 0.1702, -5.6387], [3.6764, -2.1967, -7.0753], [4.1969, -0.7816, -6.1403], [2.6993, -0.7089, -7.0797], [3.0961, -2.6753, -4.7681], [1.5726, -2.2087, -5.5307], [-0.6085, 1.8611, -5.8997], [-0.9543, 1.4742, -4.2179], [-1.7751, -0.1797, -6.6632], [-2.8518, 0.7435, -5.5905], [-2.0107, -0.6969, -4.9818], [1.4364, -2.4690, 2.3336], [1.3663, -2.4338, 0.4216], [3.1968, -1.9636, 0.0622], [4.1952, -2.6591, 1.0014], [3.2834, -0.4555, 0.3176], [3.6156, -2.2548, -1.3858], [0.8824, -4.2382, -0.0128], [1.3299, -4.6541, -1.4272], [-0.6453, -4.3444, 0.0556], [1.4751, -5.2512, 0.9778], [2.0683, -3.3009, 2.6712], [0.4539, -2.6017, 2.8129], [1.8788, -1.5472, 2.7355], [4.0466, -2.3708, 2.0482], [5.2237, -2.3792, 0.7225], [4.1244, -3.7520, 0.9400], [2.8867, -0.1817, 1.3074], [2.7577, 0.1227, -0.4503], [4.3319, -0.1188, 0.2826], [3.7926, -3.3232, -1.5390], [4.5517, -1.7236, -1.6257], [2.8625, -1.9334, -2.1102], [1.0842, -3.9095, -2.1854], [0.8328, -5.5967, -1.7070], [2.4079, -4.8338, -1.4657], [-1.1310, -3.6439, -0.6344], [-1.0249, -4.1576, 1.0707], [-0.9623, -5.3602, -0.2266], [2.5582, -5.1373, 1.0921], [1.2880, -6.2748, 0.6129], [1.0202, -5.1679, 1.9712], [-2.6316, -1.6152, -1.0209], [-3.6681, -0.3898, -1.7933], [-4.8214, 0.1753, -0.5656], [-4.5544, -1.1433, -3.1038], [-2.7821, 0.8063, -2.3345], [-3.3700, 1.6690, -2.9577], [-1.5321, 0.6996, -2.0956]]
}

---

Record 3
{
  "formula": "C39H52N2O4",
  "method": "ωB97M-V/def2-TZVPD",
  "fmax_ev_per_a": 2.37,
  "charge": 0,
  "e_lumo_ha": 0.020,
  "e_homo_ev": -7.79,
  "relative_energy_kcal_mol": 0.0,
  "symbols": ["C", "C", "O", "C", "C", "C", "O", "C", "C", "C", "C", "C", "C", "C", "C", "C", "C", "O", "H", "H", "H", "H", "H", "H", "H", "H", "H", "H", "H", "H", "H", "H", "H", "H", "H", "H", "H", "H", "H", "H", "H", "H", "H", "C", "N", "C", "O", "C", "C", "C", "C", "C", "C", "C", "C", "N", "C", "C", "C", "C", "C", "C", "C", "C", "C", "C", "C", "C", "C", "C", "H", "H", "H", "H", "H", "H", "H", "H", "H", "H", "H", "H", "H", "H", "H", "H", "H", "H", "H", "H", "H", "H", "H", "H", "H", "H", "H"],
  "coordinates": [[5.6925, 1.4972, 1.6636], [4.4569, 2.1748, 1.1539], [3.4036, 1.1627, 1.1307], [2.2168, 1.4969, 0.5966], [1.3146, 0.2838, 0.2942], [-0.0386, 0.8365, 0.7697], [-0.4112, 0.8349, 1.9483], [-0.7186, 1.5407, -0.3223], [-2.2105, 1.9087, -0.3502], [-3.1234, 1.4317, 0.7619], [-3.4064, -0.0763, 0.7190], [-3.3956, -0.8218, 2.0504], [-3.0563, -2.3256, 1.9392], [-1.7315, -2.6686, 1.2727], [-0.4679, -2.2208, 2.0470], [0.8092, -2.1393, 1.1628], [1.7074, -0.8962, 1.2536], [1.9122, 2.6449, 0.3158], [6.4664, 2.2467, 1.8205], [5.4758, 0.9886, 2.6077], [6.0963, 0.7623, 0.9620], [4.1032, 2.9527, 1.8290], [4.6281, 2.5608, 0.1426], [-0.1194, 2.4619, -0.3718], [-0.4779, 0.9466, -1.2068], [-2.1818, 3.0017, -0.3424], [-2.6086, 1.6198, -1.3321], [-2.7000, 1.7298, 1.7236], [-4.0763, 1.9591, 0.6518], [-4.3849, -0.2284, 0.2387], [-2.6812, -0.5418, 0.0487], [-2.6899, -0.3423, 2.7375], [-4.3904, -0.7270, 2.5078], [-3.0560, -2.7482, 2.9472], [-3.8563, -2.8152, 1.3702], [-1.6497, -3.7563, 1.1459], [-1.7119, -2.2677, 0.2520], [-0.6466, -1.2592, 2.5532], [-0.2842, -2.9681, 2.8452], [1.4385, -3.0006, 1.4524], [0.5192, -2.3307, 0.1146], [2.7085, -1.1918, 0.9380], [1.7815, -0.5850, 2.3139], [-0.0315, -0.2016, -8.0634], [-0.4733, -0.3050, -6.6960], [-1.7496, -0.6786, -6.3789], [-2.6850, -0.8498, -7.1642], [-1.7818, -0.9316, -4.8770], [-1.9355, -2.4312, -4.5656], [-0.8150, -3.2446, -5.1698], [-0.8542, -3.5751, -6.5297], [0.1868, -4.2972, -7.1139], [1.2656, -4.7095, -6.3222], [1.2888, -4.4340, -4.9497], [0.2343, -3.7175, -4.3754], [-0.4957, -0.3966, -4.4304], [-0.1510, -0.3500, -3.1067], [1.0507, 0.0651, -2.5714], [1.5827, -0.2187, -1.1548], [3.1376, -0.1055, -1.3624], [3.9671, -1.1302, -0.9145], [5.3541, -1.0157, -1.0003], [5.9262, 0.0783, -1.6461], [5.0991, 1.0915, -2.1556], [3.7140, 1.0148, -1.9809], [0.3984, -0.0655, -5.5567], [1.6624, -0.9475, -5.6180], [2.6568, -0.1472, -6.4318], [2.2224, 1.3340, -6.3446], [0.8988, 1.3957, -5.5940], [-0.8634, 0.0989, -8.7105], [0.7491, 0.5526, -8.1102], [0.3866, -1.1447, -8.4349], [-2.5981, -0.3331, -4.4323], [-1.9833, -2.5569, -3.4740], [-2.8962, -2.7191, -5.0171], [-1.7277, -3.2870, -7.1171], [0.1405, -4.5325, -8.1822], [2.0786, -5.2834, -6.7750], [2.1181, -4.7691, -4.3237], [0.2106, -3.5275, -3.3014], [-0.9429, -0.6529, -2.4195], [1.7389, 0.5133, -3.2956], [1.3256, -1.2733, -1.0281], [3.5179, -2.0332, -0.4932], [5.9822, -1.7778, -0.5455], [7.0077, 0.1609, -1.7203], [5.5317, 1.9699, -2.6467], [3.0762, 1.8222, -2.3498], [2.0045, -1.0862, -4.5861], [1.3992, -1.9325, -6.0180], [3.6646, -0.2737, -6.0273], [2.6775, -0.4997, -7.4703], [2.9850, 1.9278, -5.8288], [2.1234, 1.7618, -7.3430], [0.1421, 2.0458, -6.0506], [1.0504, 1.7363, -4.5673]]
}

---

Record 4
{
  "formula": "C39H52N5OP3V",
  "method": "ωB97M-V/def2-TZVPD",
  "fmax_ev_per_a": 1.35,
  "charge": 3,
  "e_lumo_ha": [-0.347, -0.320],
  "multiplicity": 3,
  "e_homo_ev": [-15.76, -15.76],
  "relative_energy_kcal_mol": 1.4,
  "symbols": ["V", "C", "P", "C", "C", "C", "P", "C", "C", "H", "H", "H", "H", "H", "H", "H", "H", "H", "H", "H", "H", "H", "H", "H", "H", "N", "C", "C", "C", "C", "C", "C", "P", "C", "C", "C", "C", "C", "C", "C", "C", "C", "C", "C", "C", "H", "H", "H", "H", "H", "H", "H", "H", "H", "H", "H", "H", "H", "H", "H", "H", "N", "C", "C", "C", "N", "C", "C", "H", "H", "H", "H", "H", "H", "C", "C", "N", "C", "C", "C", "O", "C", "C", "C", "C", "N", "C", "H", "H", "H", "H", "H", "H", "H", "H", "H", "H", "H", "H", "H", "H"],
  "coordinates": [[0.5373, 0.3321, -0.2979], [-0.1967, -0.8191, 3.3182], [0.7613, 0.2497, 2.1799], [0.6391, 1.8789, 2.9943], [2.4830, -0.2385, 2.6056], [3.4751, 0.4264, 1.6527], [3.0526, -0.0723, -0.0636], [3.6829, -1.7937, -0.0976], [4.3333, 0.7706, -1.0607], [0.1296, -0.6001, 4.3347], [-0.0050, -1.8722, 3.1147], [-1.2678, -0.6310, 3.2468], [0.6666, 1.7419, 4.0749], [-0.2774, 2.4052, 2.7225], [1.4915, 2.4844, 2.6927], [2.5511, -1.3266, 2.5272], [2.6780, 0.0336, 3.6442], [4.4998, 0.1231, 1.8723], [3.4284, 1.5170, 1.7258], [4.6593, -1.8077, 0.3868], [3.8078, -2.1319, -1.1262], [3.0208, -2.4872, 0.4193], [5.3051, 0.3428, -0.8154], [4.3420, 1.8346, -0.8393], [4.1568, 0.6343, -2.1299], [0.8910, 0.5486, -2.5103], [0.6294, 1.8305, -3.1634], [0.5292, 1.9091, -4.5460], [0.3583, 3.1442, -5.1477], [0.2965, 4.2976, -4.3728], [0.3820, 4.2143, -2.9954], [0.5465, 2.9730, -2.3798], [0.6032, 2.8233, -0.5612], [2.0934, 3.7795, -0.1167], [3.0960, 3.9668, -1.0710], [4.2471, 4.6728, -0.7532], [4.4128, 5.1986, 0.5199], [3.4240, 5.0159, 1.4763], [2.2744, 4.3056, 1.1660], [-0.8364, 3.8760, -0.1373], [-2.0959, 3.4471, -0.5632], [-3.2180, 4.2224, -0.3290], [-3.0986, 5.4386, 0.3303], [-1.8464, 5.8947, 0.7084], [-0.7161, 5.1239, 0.4714], [0.4572, -0.1853, -3.0650], [1.8925, 0.3777, -2.5873], [0.5914, 1.0130, -5.1542], [0.2832, 3.2097, -6.2246], [0.1724, 5.2617, -4.8473], [0.3194, 5.1078, -2.3866], [2.9679, 3.5880, -2.0768], [5.0095, 4.8206, -1.5069], [5.3059, 5.7592, 0.7617], [3.5428, 5.4394, 2.4650], [1.5072, 4.1938, 1.9199], [-2.1910, 2.5382, -1.1412], [-4.1874, 3.8857, -0.6738], [-3.9767, 6.0394, 0.5257], [-1.7404, 6.8611, 1.1829], [0.2519, 5.5223, 0.7356], [-5.5407, -0.2537, -0.3246], [-4.2268, -0.0914, -0.2992], [-3.5601, 0.4586, 0.8250], [-2.2108, 0.6188, 0.7964], [-1.4172, 0.2426, -0.2446], [-2.0623, -0.2772, -1.3246], [-3.4096, -0.4360, -1.4073], [-6.1104, -0.0431, 0.4791], [-6.0044, -0.6535, -1.1246], [-4.1228, 0.7695, 1.6950], [-1.7163, 1.0891, 1.6334], [-1.4516, -0.5687, -2.1672], [-3.8503, -0.8345, -2.3111], [-0.6660, -7.6645, 0.9271], [-0.6210, -6.2910, 1.5862], [-1.8553, -5.5209, 1.4275], [-3.0763, -6.0445, 2.0552], [-4.0299, -6.6667, 1.0399], [-1.9227, -4.3056, 0.8693], [-2.8908, -3.5524, 0.9278], [-0.7632, -3.7965, 0.0434], [-0.2272, -4.4716, -1.0456], [0.6603, -3.7944, -1.8732], [0.9704, -2.4786, -1.5920], [0.4390, -1.8048, -0.5574], [-0.4117, -2.4719, 0.2324], [0.2898, -8.1676, 1.0699], [-0.8622, -7.5892, -0.1434], [-1.4380, -8.2873, 1.3756], [0.2112, -5.7094, 1.1917], [-0.4482, -6.4161, 2.6586], [-3.5808, -5.2154, 2.5488], [-2.7773, -6.7727, 2.8075], [-4.3400, -5.9242, 0.3046], [-4.9191, -7.0299, 1.5535], [-3.5693, -7.5046, 0.5181], [-0.5049, -5.4965, -1.2577], [1.0942, -4.2776, -2.7377], [1.6829, -1.9543, -2.2161], [-0.8940, -1.9211, 1.0263]]
}

---

- Number 2 is which compound?
  C39H52Cl3HfNO4P3S2Si